C20H26B11Br6CrN2O4S2 as an isolated structure, computed with ωB97M-V with the def2-TZVPD basis set.

## Properties
- 2S+1: 2
- Molecular weight: 1072.92 u
- ⟨S²⟩: 0.766
- Electronic energy: -18746.53652 Ha
- Total charge: 0

```
72
C20H26B11Br6CrN2O4S2, DFT ωB97M-V with the def2-TZVPD basis set
Cr -1.0633 0.3792 -0.3121
C -1.8452 -3.7644 0.8183
C -2.0662 -2.3428 0.3760
N -1.0454 -1.5490 0.2347
N 0.2061 -2.1312 0.3081
C 1.1435 -1.8049 1.1075
S 1.2141 -0.6556 2.4035
S 2.7146 -2.6190 0.8852
C 2.3724 -4.1843 1.8222
C 2.3176 -3.9887 3.3053
C 3.4996 -3.8189 4.0230
C 3.4696 -3.6086 5.3902
C 2.2527 -3.5638 6.0590
C 1.0719 -3.7216 5.3524
C 1.1050 -3.9307 3.9810
C -3.4302 -1.9037 0.1472
C -4.4692 -2.8505 0.0653
C -5.7840 -2.4765 -0.0681
C -6.1218 -1.1219 -0.0730
C -5.1373 -0.1682 0.0052
C -3.7784 -0.5302 0.0662
O -2.8800 0.4240 0.0525
H -0.8647 -3.8816 1.2632
H -1.9091 -4.4498 -0.0303
H -2.5972 -4.0514 1.5498
H 3.2045 -4.8282 1.5412
H 1.4529 -4.5992 1.4164
H 4.4454 -3.8423 3.4938
H 4.3948 -3.4790 5.9362
H 2.2265 -3.4092 7.1297
H 0.1206 -3.6788 5.8665
H 0.1743 -4.0526 3.4375
H -4.2294 -3.9047 0.0840
H -6.5531 -3.2305 -0.1646
H -7.1596 -0.8229 -0.1395
H -5.3684 0.8893 -0.0019
Br 1.5105 0.7704 -1.0716
B 1.7355 2.6923 -1.5991
B 2.6813 3.2536 -3.0055
C 1.8168 4.6666 -3.4557
B 0.8718 3.3262 -3.0267
B 0.3548 5.0201 -2.6441
B 1.8493 6.0071 -2.3754
B 3.2962 4.9136 -2.6017
B 3.2565 3.6390 -1.3326
Br 4.8692 2.8357 -0.5901
B 2.7442 5.3674 -0.9430
Br 3.8029 6.5508 0.1922
B 0.9071 5.4330 -0.9619
Br -0.1122 6.6351 0.1863
B 0.3228 3.7743 -1.3756
Br -1.3629 2.9726 -0.6325
B 1.7840 3.9653 -0.3132
Br 1.7139 3.4369 1.5725
H 3.2463 2.5883 -3.7952
H 1.8557 4.4729 -2.3602
H 0.2744 2.6825 -3.8158
H -0.5754 5.4864 -3.1947
H 1.9046 7.1125 -2.7763
H 4.2538 5.3318 -3.1440
C -0.1748 -2.0549 -2.6692
O -1.1477 -1.0622 -3.0119
C -1.4959 -0.1005 -2.2243
C -2.4895 0.7419 -2.9557
H 0.2124 -2.4237 -3.6152
H -0.6592 -2.8704 -2.1361
H 0.6345 -1.6589 -2.0634
H -2.8570 0.2301 -3.8458
H -2.0034 1.6723 -3.2595
H -3.3200 1.0073 -2.3030
O -0.4854 0.9241 1.3982
O -0.2988 -0.0675 2.4177
```